1.
This record from the Open Molecules 2025 dataset describes a gas-phase ion, C15H30N3O (charge +1). The level of theory is ωB97M-V with the def2-TZVPD basis set.

XYZ file:
```
49
Properties=species:S:1:pos:R:3
O 1.10 -1.16 0.76
N 1.43 1.06 1.04
N -2.21 -3.34 -1.80
N -0.59 -1.08 -1.05
C 3.69 1.54 1.86
C 0.03 0.25 -0.82
C -4.04 -2.13 -3.11
C -0.95 1.40 -0.70
C -3.44 -3.44 -2.57
C -1.92 -1.29 -0.43
C 3.66 3.05 1.63
C 2.30 0.99 2.21
C -0.62 -1.54 -2.45
C 1.68 1.75 3.38
C 0.92 0.01 0.44
C -0.99 -3.04 -2.48
C 3.07 3.77 2.84
C -2.25 -2.79 -0.48
C 1.66 3.26 3.13
H -1.51 1.37 0.23
H -0.42 2.35 -0.74
H 1.27 3.76 4.02
H -4.31 -1.45 -2.30
H 4.08 1.02 0.99
H 1.00 3.51 2.30
H -1.05 -3.37 -3.52
H 0.71 0.44 -1.66
H -2.66 -0.70 -0.97
H -1.88 -0.96 0.61
H -1.36 -0.94 -3.00
H -4.94 -2.37 -3.66
H 3.05 4.84 2.65
H -4.17 -3.92 -1.93
H -3.24 -2.95 -0.05
H 4.68 3.40 1.45
H 0.67 1.39 3.56
H 3.08 3.29 0.73
H -1.52 -3.32 0.14
H 0.36 -1.39 -2.90
H -1.65 1.40 -1.53
H -3.24 -4.11 -3.41
H -3.35 -1.63 -3.79
H 3.71 3.60 3.71
H 4.35 1.32 2.70
H 2.27 1.54 4.27
H -0.17 -3.59 -1.99
H 0.08 -1.69 -0.48
H 1.24 1.99 0.70
H 2.38 -0.08 2.46
```

Calculated values
Orbital gap   0.3425 Eh
SMILES   CCN1CC[NH+]([C@@H](C)C(=O)NC2CCCCC2)CC1
Total charge   +1

These are the Mulliken partial charges, in e, on atoms 1 to 8: -0.75, 0.12, 0.21, 0.20, -0.93, -0.21, -0.93, -1.70


2.
This record from the Open Molecules 2025 dataset describes a molecular structure, C15H30NO3Rb in a non-equilibrium geometry. The level of theory is ωB97M-V with the def2-TZVPD basis set.

XYZ file:
```
50
Properties=species:S:1:pos:R:3
Rb 1.47 1.51 0.09
O 1.03 -0.15 -0.98
O 1.38 3.38 0.37
O 1.44 0.28 1.59
N -0.30 -0.66 -1.28
C -1.67 -2.50 -2.18
C -1.43 0.02 -0.55
C -2.91 -2.01 -1.36
C 3.13 -1.37 1.03
C -0.32 -2.14 -1.54
C 0.87 -1.92 2.28
C -0.03 -3.04 -0.27
C 0.17 4.58 2.03
C 2.23 5.53 0.74
C 1.79 -0.91 1.61
C -1.40 1.51 -0.78
C -1.50 -0.22 0.97
C -2.71 -0.49 -1.23
C 0.73 -2.57 -2.62
C 1.24 4.44 0.98
H -1.70 -3.56 -2.43
H 1.73 -2.42 -2.21
H -0.50 -0.23 1.39
H -1.88 -1.24 1.08
H -2.26 2.01 -0.34
H 3.46 -2.18 1.69
H 2.96 -1.76 0.03
H 2.10 6.33 1.47
H -3.60 -0.10 -0.74
H 0.05 -1.38 2.74
H 0.41 -2.63 1.59
H 0.35 -4.01 -0.57
H -0.52 1.96 -0.31
H -0.22 5.59 1.94
H 0.67 -3.63 -2.85
H -1.51 1.75 -1.83
H 0.70 -2.61 0.40
H -1.75 -1.98 -3.13
H 2.04 6.02 -0.22
H 3.68 -0.43 1.01
H 3.21 5.07 0.80
H 0.59 -2.03 -3.56
H -2.14 0.48 1.50
H 0.62 4.36 2.99
H 1.45 -2.50 3.01
H -0.92 -3.24 0.33
H -2.81 0.01 -2.19
H -3.08 -2.49 -0.39
H -0.61 3.82 1.95
H -3.72 -2.27 -2.04
```

Calculated values
Orbital gap   0.2000 Eh

These are the Mulliken partial charges, in e, on atoms 1 to 8: 0.99, -1.05, -0.64, -0.95, 0.63, -1.51, 1.73, -0.58


3.
This record from the Open Molecules 2025 dataset describes a molecular structure, C15H30O2 in a non-equilibrium geometry. The level of theory is ωB97M-V with the def2-TZVPD basis set.

XYZ file:
```
47
Properties=species:S:1:pos:R:3
O -4.72 -3.04 -0.13
O -5.78 -1.06 -0.86
C 0.55 2.16 0.20
C -5.06 -1.59 -0.26
C 3.39 -0.59 1.15
C -4.09 0.35 0.75
C -0.12 1.64 -1.06
C 7.02 -0.86 -0.38
C -3.00 0.76 -0.16
C -4.47 -0.84 1.14
C 6.67 -1.66 -1.56
C 4.48 -0.38 0.17
C 5.90 -0.89 0.62
C -1.35 2.26 -1.32
C 1.94 0.01 0.90
C 1.89 1.47 0.72
C -2.56 2.32 -0.25
H 7.37 -1.54 -2.38
H 4.03 -0.82 -0.67
H 5.91 -1.35 -2.19
H 1.24 -0.18 1.64
H 3.29 -1.44 1.45
H 3.70 0.19 2.43
H -3.38 2.84 -0.86
H -1.70 2.08 -2.30
H 6.89 0.16 -0.61
H 2.62 1.85 -0.30
H -5.19 -3.34 -0.89
H -0.31 0.50 -0.77
H 2.40 1.99 1.39
H 6.53 -2.82 -1.35
H -5.29 -0.94 1.99
H 1.73 -0.25 -0.01
H -5.01 1.04 0.31
H -2.11 2.58 0.67
H -1.20 3.19 -1.43
H -3.53 -1.40 1.38
H 5.92 -0.42 1.82
H -0.05 1.98 1.13
H 7.75 -1.33 0.11
H -2.12 0.16 0.55
H 0.58 3.20 0.15
H -4.01 1.11 1.97
H -3.13 0.32 -0.97
H 4.50 0.82 0.02
H 5.66 -2.11 1.03
H 0.66 1.74 -1.72
```

Calculated values
Orbital gap   0.3718 Eh

These are the Mulliken partial charges, in e, on atoms 1 to 8: -0.48, -0.24, -0.88, 0.32, -1.33, -0.57, -0.10, -0.43


4.
This record from the Open Molecules 2025 dataset describes a molecular structure, C15H30O21S3 in a non-equilibrium geometry. The level of theory is ωB97M-V with the def2-TZVPD basis set.

XYZ file:
```
69
Properties=species:S:1:pos:R:3
S -2.16 4.73 0.62
S -2.02 -0.73 -0.77
S 0.24 2.64 -3.48
O -1.90 0.85 -0.66
O 0.90 -2.67 1.57
O 0.23 -2.75 3.62
O -1.54 4.74 2.10
O 1.66 0.61 4.30
O 2.41 -2.60 3.17
O -0.87 -5.32 -5.56
O 1.34 1.74 2.35
O 1.26 2.45 -2.54
O -2.94 3.57 0.47
O -2.76 6.03 0.31
O -0.42 -1.04 -0.61
O 0.94 -6.35 -4.71
O -1.01 3.42 -2.76
O -2.40 -1.02 -2.14
O -0.62 1.23 -3.68
O 0.21 -4.59 -3.69
O 0.53 3.23 -4.75
O -0.85 4.63 -0.12
O -2.74 -1.19 0.32
O 0.26 2.36 4.09
C 1.28 -2.64 2.85
C 0.54 -2.65 5.03
C -2.31 2.89 -3.41
C 0.78 -7.26 -5.78
C -0.13 2.10 5.52
C 0.03 -5.37 -4.73
C 1.17 1.59 3.52
C -0.34 5.50 2.02
C -1.98 1.62 -4.18
C 1.99 -2.79 0.64
C -0.82 -3.55 -3.47
C 0.38 0.16 -0.18
C 0.31 4.81 0.84
C 3.02 0.07 3.99
C -0.68 1.14 0.21
H 1.47 -2.78 -0.34
H 0.88 -1.69 5.31
H -0.36 -2.81 5.60
H -0.42 2.19 0.07
H 2.67 -1.94 0.54
H 3.01 -0.79 4.64
H 0.02 1.03 5.59
H -0.49 -2.63 -3.92
H 0.61 3.77 1.20
H -1.88 1.84 -5.26
H -1.02 0.99 1.23
H 2.54 -3.71 0.79
H 1.32 -8.12 -5.37
H -2.63 0.78 -3.95
H 1.26 -3.37 5.38
H 1.00 0.44 -1.01
H -1.77 -3.78 -3.91
H 3.14 -0.20 2.96
H -0.42 6.58 2.05
H -0.30 -7.48 -5.91
H 3.75 0.80 4.29
H -2.97 2.73 -2.57
H 1.29 -6.99 -6.72
H 0.28 5.21 2.89
H -2.73 3.62 -4.09
H -1.13 2.44 5.56
H 1.10 -0.19 0.59
H -0.86 -3.50 -2.38
H 0.55 2.67 6.17
H 1.15 5.31 0.28
```

Calculated values
Orbital gap   0.3949 Eh

These are the Mulliken partial charges, in e, on atoms 1 to 8: 1.13, 1.22, 1.15, -0.11, -0.24, -0.35, -0.28, -0.35


| no. | DFT total energy (eV) |
| --- | --- |
| 1 | -22554.74756 |
| 2 | -24317.60410 |
| 3 | -20123.29454 |
| 4 | -91540.44231 |